The ion C4H8N3O with charge +1 in a non-equilibrium geometry, computed with ωB97M-V/def2-TZVPD.

XYZ file:
```
16
Properties=species:S:1:pos:R:3:mulliken_charge:R:1
C -0.75 0.35 -1.26 -0.77
N -0.03 0.03 0.02 0.69
C -0.76 0.38 1.23 -0.85
N 0.37 -1.36 -0.06 -0.83
C 1.65 -1.44 0.06 -0.02
N 2.32 -0.19 0.01 -0.12
C 1.24 0.82 0.02 0.29
O 1.33 1.99 -0.01 -0.39
H -1.68 -0.31 -1.36 0.36
H -0.96 1.45 -1.40 0.35
H -0.26 -0.10 -2.16 0.35
H -1.16 1.38 1.16 0.42
H -1.65 -0.19 1.58 0.33
H -0.19 0.50 2.09 0.38
H 2.15 -2.36 0.09 0.49
H 3.23 0.18 0.23 0.30
```

For the orbital gap, the calculation gives 11.39 eV. As for the spin multiplicity: 1. As for the total charge: +1. As for the SMILES: C[N+]1(C)N=CNC1=O. As for the max |F|: 4.1 eV Å⁻¹. The calculation puts the HOMO energy at -15.41 eV. The calculation puts the LUMO energy at -4.02 eV.

A structure of composition C4H8N3O in a non-equilibrium geometry, computed with ωB97M-V/def2-TZVPD.

XYZ file:
```
16
Properties=species:S:1:pos:R:3:mulliken_charge:R:1
C 1.82 -1.93 0.21 -0.19
C -3.61 0.03 -0.21 -0.26
C 1.51 -0.57 0.11 0.53
C 1.30 1.76 -0.15 -0.81
N -2.47 -0.18 0.18 0.55
N -1.47 -0.44 0.65 -0.65
N 0.79 0.46 0.16 -0.23
O 2.77 -0.83 -0.14 -0.40
H 2.14 -2.61 0.99 0.29
H 1.46 -2.51 -0.67 0.21
H -4.14 -0.64 -0.86 0.30
H -3.96 1.11 0.08 0.24
H 2.41 1.74 -0.17 0.32
H 0.91 2.15 -1.13 0.31
H 0.87 2.47 0.63 0.29
H -0.35 -0.02 0.31 0.51
```

For the orbital gap, the calculation gives 9.72 eV. As for the spin multiplicity: 1. As for the total charge: +1. As for the max |F|: 5.1 eV Å⁻¹. The calculation puts the HOMO energy at -13.93 eV. The calculation puts the LUMO energy at -4.21 eV.

The ion C4H8N3O2 with charge +1 in a non-equilibrium geometry, computed with ωB97M-V/def2-TZVPD.

XYZ file:
```
17
Properties=species:S:1:pos:R:3:mulliken_charge:R:1
N 2.13 -1.17 -0.01 -0.24
N 0.78 -0.73 0.43 -0.34
C -0.13 -1.42 -0.22 0.13
N -1.40 -1.28 -0.12 -0.52
C -1.92 -0.09 0.06 0.64
O -3.21 -0.03 -0.14 -0.46
C -1.09 1.05 -0.02 -0.90
C 0.14 1.25 0.57 0.39
O 0.97 2.19 0.35 -0.47
H 2.60 -1.40 0.88 0.36
H 2.62 -0.41 -0.60 0.36
H 2.01 -1.98 -0.64 0.34
H 0.34 -2.37 -0.79 0.22
H -3.61 0.91 -0.07 0.39
H -1.27 1.75 -0.76 0.31
H 0.35 0.95 1.57 0.38
H 0.70 2.79 -0.48 0.41
```

For the orbital gap, the calculation gives 9.17 eV. As for the spin multiplicity: 1. As for the total charge: +1. As for the SMILES: [NH3+]/N=C/N=C(O)\C=C\O. As for the max |F|: 5.8 eV Å⁻¹. The calculation puts the HOMO energy at -12.84 eV. The calculation puts the LUMO energy at -3.67 eV.

A cluster of 2 separate species, C4H8N3O2 in total in a non-equilibrium geometry, computed with ωB97M-V/def2-TZVPD.

XYZ file:
```
17
Properties=species:S:1:pos:R:3:mulliken_charge:R:1
C 0.00 -1.17 2.15 -0.28
C 1.40 1.33 -1.73 -0.31
C 0.52 1.59 -0.57 -0.45
C -0.26 -0.34 -1.37 0.05
N 0.61 0.18 -2.29 -0.17
N -0.35 0.43 -0.33 -0.23
N -1.10 -1.55 2.69 0.69
O -2.15 -1.86 1.86 -0.40
O -1.33 -1.23 3.83 -0.51
H 1.00 -1.45 2.36 0.35
H 1.27 2.17 -2.38 0.27
H 2.51 1.08 -1.48 0.32
H 1.11 1.93 0.36 0.32
H -0.34 2.37 -0.88 0.30
H -0.89 -1.24 -1.59 0.37
H -3.07 -1.78 2.29 0.38
H 1.08 -0.46 -2.93 0.30
```

For the orbital gap (alpha / beta), the calculation gives 4.69 / 8.40 eV. As for the spin multiplicity: 1. As for the total charge: +1. As for the max |F|: 3.3 eV Å⁻¹. The calculation puts the HOMO energy (alpha / beta) at -12.51 / -13.19 eV. The calculation puts the LUMO energy (alpha / beta) at -7.82 / -4.79 eV.

The ion C4H8N3O2 with charge +1 in a non-equilibrium geometry, computed with ωB97M-V/def2-TZVPD.

XYZ file:
```
17
Properties=species:S:1:pos:R:3:mulliken_charge:R:1
N -1.40 0.12 -2.28 -0.59
C -0.58 1.24 -1.49 0.37
O -0.25 2.25 -1.99 -0.43
N -0.23 0.57 -0.37 -0.10
C 0.51 1.01 0.67 0.87
O 1.11 2.18 0.73 -0.39
C 0.79 0.06 1.69 -0.89
C 0.64 -1.34 1.67 0.22
N 0.18 -2.28 0.82 -0.46
H -2.38 0.19 -2.13 0.24
H -1.30 0.35 -3.28 0.31
H -0.64 -0.39 -0.13 0.27
H 0.85 2.85 0.10 0.36
H 1.37 0.48 2.44 0.41
H 1.09 -1.71 2.62 0.32
H 0.24 -2.39 -0.20 0.25
H 0.02 -3.18 1.14 0.25
```

For the orbital gap, the calculation gives 8.95 eV. As for the spin multiplicity: 1. As for the total charge: +1. As for the SMILES: NC(=O)N/C(O)=C\C=[NH2+]. As for the max |F|: 6.9 eV Å⁻¹. The calculation puts the HOMO energy at -14.04 eV. The calculation puts the LUMO energy at -5.09 eV.

The ion C4H8N3O3S with charge +1 in a non-equilibrium geometry, computed with ωB97M-V/def2-TZVPD.

XYZ file:
```
19
Properties=species:S:1:pos:R:3:mulliken_charge:R:1
C -0.10 -1.16 0.04 1.00
C -0.67 1.14 0.13 0.65
C -0.68 -2.56 0.27 -1.50
C -1.87 2.97 -0.65 -0.21
N -1.03 -0.20 0.11 -0.13
N -1.73 1.98 0.10 -0.45
N 1.15 -1.04 -0.24 -0.44
O 0.50 1.46 0.08 -0.55
O 3.53 -0.55 -0.71 -0.50
O 2.70 0.61 1.14 -0.41
S 2.56 0.39 -0.35 0.89
H 0.02 -3.39 0.43 0.41
H -0.94 -2.95 -0.85 0.34
H -1.52 -2.48 0.83 0.40
H -1.25 3.13 -1.52 0.26
H -2.79 3.55 -0.47 0.28
H 2.39 1.48 1.58 0.44
H -1.93 -0.39 0.41 0.23
H 1.65 -2.00 -0.33 0.28
```

For the orbital gap, the calculation gives 10.31 eV. As for the spin multiplicity: 1. As for the total charge: +1. As for the max |F|: 6.0 eV Å⁻¹. The calculation puts the HOMO energy at -14.45 eV. The calculation puts the LUMO energy at -4.14 eV.

An isolated molecule of C4H8N3P3 in a non-equilibrium geometry, computed with ωB97M-V/def2-TZVPD.

XYZ file:
```
18
Properties=species:S:1:pos:R:3:mulliken_charge:R:1
N -1.12 -0.07 3.05 -0.39
C -0.62 -0.16 1.72 0.38
N -1.30 0.83 1.04 -0.47
C -1.04 0.96 -0.24 0.32
P -1.84 2.26 -1.22 0.00
N 0.22 -1.05 1.29 -0.52
C 0.80 -1.11 0.06 0.41
P 2.17 -2.34 0.09 -0.03
C 0.46 -0.34 -1.00 -0.11
P 1.14 -0.15 -2.64 -0.07
H -0.73 -0.71 3.72 0.24
H -1.68 0.78 3.06 0.28
H -2.97 1.53 -1.12 0.05
H -1.41 1.60 -2.30 -0.05
H 3.01 -1.76 0.97 0.02
H 3.00 -1.83 -0.85 -0.03
H 1.87 1.08 -2.50 0.04
H 0.01 0.48 -3.13 -0.07
```

For the orbital gap, the calculation gives 8.54 eV. As for the spin multiplicity: 1. As for the SMILES: NC(=N/C#[PH2])/N=C(/P)C#[PH2]. As for the max |F|: 4.0 eV Å⁻¹. The calculation puts the HOMO energy at -8.39 eV. The calculation puts the LUMO energy at 0.14 eV.

An isolated molecule of C4H8N4 in a non-equilibrium geometry, computed with ωB97M-V/def2-TZVPD.

XYZ file:
```
16
Properties=species:S:1:pos:R:3:mulliken_charge:R:1
C -1.76 -0.74 -0.73 -1.02
C -0.47 -0.48 -0.46 0.77
N 0.58 -1.00 -1.19 -0.45
C 0.02 -0.09 1.12 0.17
C 0.06 -0.99 2.10 -0.77
N 0.46 1.17 1.02 -0.67
N 0.18 1.51 -0.23 0.39
N 1.11 2.30 -0.78 -0.52
H -2.55 -0.22 -0.21 0.29
H -2.04 -1.51 -1.43 0.24
H 0.33 -1.63 -1.93 0.21
H 1.41 -1.25 -0.66 0.24
H -0.60 -1.84 2.09 0.32
H 0.69 -0.81 2.96 0.29
H 1.82 2.68 -0.16 0.29
H 0.77 2.91 -1.50 0.24
```

For the orbital gap, the calculation gives 7.36 eV. As for the spin multiplicity: 1. As for the SMILES: C=C(N)C(=C)/N=N/N. As for the max |F|: 4.5 eV Å⁻¹. The calculation puts the HOMO energy at -7.52 eV. The calculation puts the LUMO energy at -0.16 eV.

Question: What is the max |F| in the fourth record?
Answer: 3.3 eV Å⁻¹

Question: max |F| of number 5 (C4H8N3O2)?
Answer: 6.9 eV Å⁻¹